Version a
119
Properties=species:S:1:pos:R:3:lowdin_charge:R:1 method="wB97M-V/def2-TZVPD" homo_lumo_gap_ha=0.307 lumo_energy_ev=-0.20
C -1.02435 0.98179 -0.28703 -0.059
C 0.21965 0.09379 -0.26103 -0.260
O 0.37565 -0.23721 1.10297 -0.087
H -1.26235 1.35379 -1.26803 0.059
H -0.93635 1.82979 0.37897 0.052
H -1.84735 0.43579 0.00697 0.016
H 1.07565 0.68579 -0.48103 0.091
H 0.27965 -0.78521 -0.95603 0.093
H 0.59465 0.52979 1.54697 -0.013
C -0.54535 -3.02521 -3.33503 -0.055
C -0.63535 -4.42121 -3.97003 -0.298
O -0.43735 -5.36721 -3.03203 -0.083
H -1.19635 -2.82121 -2.50003 0.037
H -0.88035 -2.36321 -4.06203 0.047
H 0.44765 -2.58521 -3.01003 0.087
H 0.15165 -4.61321 -4.67403 0.114
H -1.63235 -4.58721 -4.41403 0.128
H -0.37635 -6.18621 -3.46703 0.089
C -0.43535 4.93479 0.25397 -0.061
C -0.31935 4.44879 -1.14803 -0.349
O -1.52235 4.49079 -1.84103 -0.082
H -1.00835 5.85179 0.35397 0.086
H 0.58865 5.15079 0.55597 0.064
H -0.71435 4.14079 0.94797 0.048
H 0.11765 3.47279 -1.18703 0.078
H 0.48065 5.02079 -1.59903 0.105
H -1.57435 4.05579 -2.70303 0.072
C 2.68665 -3.45221 -0.33003 -0.607
O 4.02065 -3.88221 -0.33503 -0.143
N 2.28965 -2.25921 -0.02203 0.171
N 1.65865 -4.06921 -0.81503 0.185
H 2.93365 -1.45921 0.17097 0.123
H 1.37765 -1.98921 -0.05103 0.024
H 1.66965 -5.08021 -0.99103 0.138
H 0.78265 -3.64921 -0.98203 0.039
C 0.81965 2.99679 3.33797 -0.600
O 0.27565 2.25079 2.31597 -0.105
N 0.12065 3.91679 3.92797 0.198
N 2.02365 2.72479 3.73997 0.167
H -0.85435 4.06279 3.74897 0.048
H 0.51265 4.61479 4.55097 0.123
H 2.46365 1.91479 3.36997 0.053
H 2.43065 3.19879 4.60797 0.165
C -3.01435 2.43079 3.14397 -0.542
O -2.58935 3.75879 3.36297 -0.181
N -3.50035 1.75279 4.14397 0.160
N -3.05235 1.85679 1.93197 0.184
H -3.35535 2.20579 5.12097 0.170
H -3.55735 0.73479 4.16397 0.059
H -2.74735 2.27979 1.07397 0.074
H -2.97935 0.82279 1.86897 0.058
C -1.48635 -3.90921 0.13897 -0.562
O -0.85635 -2.72521 -0.23603 -0.155
N -2.03235 -4.06121 1.29797 0.185
N -1.45235 -5.03221 -0.51303 0.192
H -2.00935 -3.24021 1.90597 0.030
H -1.98435 -4.94721 1.77497 0.131
H -1.03135 -5.07521 -1.46603 0.072
H -2.15335 -5.76521 -0.41003 0.137
C -3.02835 -1.31021 2.79297 -0.665
O -3.64535 -1.20921 3.96397 -0.064
N -1.85135 -1.81621 2.62397 0.154
N -3.51035 -0.87321 1.69297 0.148
H -1.33435 -2.12321 3.48097 0.166
H -1.27635 -1.55421 1.83997 0.087
H -4.49935 -0.54521 1.68397 0.167
H -3.23935 -1.15721 0.72397 0.079
C 0.60765 1.78879 -3.46503 -0.647
O -0.49235 2.60879 -3.53203 -0.111
N 0.44665 0.51879 -3.40603 0.197
N 1.79365 2.24179 -3.35503 0.189
H -0.49835 0.21479 -3.49903 0.060
H 1.28565 -0.12021 -3.23903 0.093
H 1.89465 3.23579 -3.19103 0.125
H 2.61965 1.68379 -3.43703 0.096
C -3.17835 -0.68321 -2.09903 -0.649
O -2.11135 -0.36621 -2.85803 -0.075
N -3.15635 -1.42421 -1.04803 0.150
N -4.32735 -0.23921 -2.40703 0.189
H -2.20435 -1.81621 -0.83603 0.086
H -3.98735 -1.73321 -0.64603 0.096
H -4.22035 0.36779 -3.21403 0.138
H -5.11735 -0.13221 -1.73103 0.148
C 0.89765 -3.70821 2.83497 -0.224
O 1.85765 -3.30621 3.70997 -0.063
H -0.00935 -4.13121 3.31997 0.084
H 1.21465 -4.43321 2.04497 0.097
H 0.45565 -2.95021 2.22897 0.029
H 2.68565 -3.30521 3.23797 0.079
C 3.56465 3.40979 0.25697 -0.143
O 2.94865 4.26379 1.20897 -0.074
H 4.23565 2.71079 0.68497 0.034
H 4.16565 4.06779 -0.38703 0.093
H 2.88465 2.89979 -0.42403 0.072
H 2.38465 3.68979 1.64697 -0.014
C 3.43065 -1.37621 -3.50203 -0.062
O 2.37965 -1.18121 -2.55103 -0.175
H 4.33165 -1.39121 -2.94603 0.080
H 3.51565 -0.58521 -4.21903 0.083
H 3.16165 -2.26821 -3.94103 0.068
H 2.44265 -1.80321 -1.86203 0.008
C 5.10565 0.56779 -0.20403 -0.120
O 3.73165 0.41479 -0.51503 -0.139
H 5.30065 0.47879 0.87497 0.101
H 5.47365 1.53579 -0.55203 0.087
H 5.73065 -0.14621 -0.68603 0.076
H 3.49865 0.60879 -1.40903 0.055
C 3.05865 -0.37921 2.82897 -0.143
O 2.92265 0.77579 2.08797 -0.121
H 2.15165 -0.55421 3.47297 0.114
H 3.84065 -0.32721 3.50897 0.064
H 3.12965 -1.27421 2.21297 0.065
H 3.57865 0.85479 1.44597 -0.004
C -4.72335 3.25679 -0.83503 -0.168
O -3.55035 2.83379 -1.50003 -0.131
H -5.26835 4.00579 -1.41703 0.078
H -4.45635 3.67879 0.11097 0.062
H -5.47135 2.50179 -0.62103 0.060
H -2.96335 3.59679 -1.48603 0.025

=====

Version b
119
Properties=species:S:1:pos:R:3:lowdin_charge:R:1 method="wB97M-V/def2-TZVPD" homo_lumo_gap_ha=0.244 lumo_energy_ev=-0.50
C 4.14476 2.78971 -2.06841 -0.058
C 3.61776 1.59771 -1.26141 -0.242
O 2.67476 2.25071 -0.37741 -0.144
H 4.56776 3.59771 -1.46441 0.089
H 3.29976 3.14971 -2.69241 0.048
H 4.86576 2.39571 -2.79341 0.083
H 4.38176 1.17671 -0.60741 0.113
H 3.23576 0.80671 -1.80141 0.065
H 2.27176 1.53271 0.16359 0.071
C -0.47524 -0.87129 0.67059 -0.052
C -0.39824 0.65671 0.63059 -0.267
O 0.04976 0.98871 -0.68241 -0.127
H -0.81624 -1.15429 1.65959 0.043
H 0.55176 -1.26429 0.52459 0.081
H -1.21824 -1.28529 -0.00741 0.048
H 0.30476 0.83371 1.46059 0.090
H -1.29324 1.27671 0.85359 0.106
H 0.29976 1.91771 -0.66641 0.029
C -2.37624 2.14171 -2.91441 -0.106
C -3.02824 2.08571 -4.24841 -0.267
O -3.67224 0.78671 -4.40341 -0.090
H -3.07924 2.16971 -2.05841 0.079
H -1.78424 3.05471 -2.78941 0.067
H -1.65824 1.33171 -2.74641 0.057
H -2.31524 2.24971 -5.08141 0.117
H -3.79124 2.86171 -4.27741 0.114
H -4.09724 0.81571 -5.27541 0.105
C -2.72624 -3.92229 2.89859 -0.643
O -3.08324 -5.21529 2.67359 -0.090
N -2.58624 -3.36529 4.08159 0.137
N -2.61624 -3.04129 1.94059 0.167
H -2.67524 -4.08229 4.80059 0.110
H -2.05124 -2.45429 4.27159 0.092
H -2.52624 -3.41229 0.99459 0.065
H -1.94324 -2.38729 2.12859 0.010
C -0.04624 4.50271 -1.09341 -0.667
O -1.00424 5.21271 -1.74841 -0.137
N 1.16876 4.37471 -1.46141 0.180
N -0.33324 3.81271 -0.02041 0.153
H 1.46976 4.83271 -2.38041 0.167
H 1.75076 3.62971 -1.09841 0.054
H -1.40624 3.92471 0.12759 0.064
H 0.33776 3.54971 0.69459 0.073
C 3.49876 -3.04029 -0.92641 -0.692
O 4.33176 -3.50329 0.04759 -0.103
N 3.15876 -3.70029 -1.97441 0.180
N 2.81976 -1.98229 -0.84441 0.176
H 3.56576 -4.57429 -2.22041 0.118
H 2.36576 -3.44029 -2.56041 0.071
H 2.97676 -1.45329 0.00859 0.082
H 2.12376 -1.70029 -1.59841 0.069
C -1.85624 0.47371 3.71959 -0.597
O -1.40524 -0.80929 3.96759 -0.140
N -1.39724 1.57671 4.22859 0.183
N -2.93224 0.69271 3.06759 0.189
H -0.51924 1.52371 4.73959 0.122
H -1.55524 2.44371 3.69559 0.108
H -3.43424 -0.10229 2.68659 0.135
H -3.30324 1.64271 2.77059 0.059
C 0.43876 -2.10929 -2.75741 -0.657
O -0.48324 -2.65229 -1.95541 -0.058
N 0.98576 -0.94529 -2.45341 0.131
N 0.99276 -2.67229 -3.72741 0.176
H 0.49676 -0.46329 -1.59141 0.130
H 1.54876 -0.27429 -3.04641 0.085
H 0.58776 -3.56529 -3.87541 0.136
H 1.68276 -2.26329 -4.39341 0.171
C -3.15524 4.22371 1.53859 -0.526
O -3.48224 3.14971 2.42659 -0.137
N -2.92324 5.41471 1.94159 0.202
N -2.94524 4.07371 0.25059 0.133
H -3.11624 5.56971 2.93259 0.144
H -2.94824 6.21271 1.30959 0.146
H -3.36124 3.18871 0.00059 0.128
H -2.93124 4.77871 -0.53441 0.161
C -2.45424 -5.46329 -0.59941 -0.630
O -2.45624 -6.61729 0.15759 -0.121
N -3.30124 -5.26829 -1.57041 0.148
N -1.76524 -4.40329 -0.34441 0.124
H -3.82224 -6.07829 -1.90541 0.118
H -3.27124 -4.44629 -2.18541 0.117
H -1.06124 -4.48929 0.38759 0.099
H -1.41124 -3.77829 -1.06141 0.049
C 1.86876 -1.45429 4.42059 -0.132
O 1.24476 -0.77029 3.38759 -0.145
H 2.85676 -1.73029 4.13159 0.071
H 1.37176 -2.40229 4.62159 0.088
H 1.75076 -0.88329 5.36959 0.100
H 0.35776 -0.80729 3.59959 -0.023
C 2.59476 2.99571 2.90159 -0.116
O 1.36576 3.07271 2.14459 -0.156
H 2.62076 2.33171 3.83859 0.107
H 2.98576 4.00171 3.17859 0.088
H 3.31876 2.59171 2.15459 0.077
H 0.80976 3.50471 2.78559 0.067
C 1.14276 1.83271 -3.83741 -0.127
O 2.06176 0.80571 -4.19641 -0.148
H 0.13276 1.77371 -4.28041 0.088
H 1.63676 2.73671 -4.21741 0.084
H 1.06976 2.13071 -2.78841 0.059
H 2.29776 0.77771 -5.15241 0.131
C 4.30676 -0.69729 1.91259 -0.150
O 3.04976 -0.25329 1.48159 -0.149
H 5.15276 -0.62229 1.23159 0.092
H 4.30276 -1.72429 2.14359 0.057
H 4.61076 -0.19829 2.79859 0.072
H 2.42676 -0.24629 2.21359 0.030
C 1.42876 -3.71629 1.84659 -0.070
O 0.87676 -3.96029 0.51159 -0.129
H 1.74976 -2.69229 1.91459 0.041
H 2.25876 -4.38729 1.86159 0.082
H 0.67276 -3.81829 2.57859 0.071
H 1.48676 -3.57729 -0.09441 0.006
C -3.14524 -0.76729 -1.55241 -0.195
O -4.31724 -0.67629 -2.29041 -0.108
H -3.11324 0.11471 -0.90841 0.064
H -2.27824 -0.68629 -2.23341 0.070
H -3.08724 -1.69429 -0.93141 0.085
H -4.14324 0.07371 -2.85241 0.004

=====

What is the least stable structure shown above? It is version b.